{"formula": "C34H49ClF7N2O10P2S3", "method": "ωB97M-V/def2-TZVPD", "homo_lumo_gap_ev": 6.803, "de_lowest_kcal_mol": 0.0, "total_charge": 1, "e_tot_ha": -5223.24475, "homo_ev": -10.5, "elements": ["C", "C", "O", "O", "C", "C", "C", "C", "C", "C", "C", "C", "C", "C", "C", "C", "F", "F", "C", "F", "F", "F", "C", "S", "C", "P", "O", "Cl", "N", "P", "C", "C", "C", "C", "C", "C", "S", "C", "S", "N", "C", "C", "O", "C", "C", "H", "H", "H", "H", "H", "H", "H", "H", "H", "H", "H", "H", "H", "H", "H", "H", "H", "H", "H", "H", "H", "H", "H", "H", "H", "H", "H", "H", "H", "H", "H", "H", "H", "H", "H", "H", "H", "H", "H", "H", "H", "H", "H", "C", "C", "O", "C", "O", "O", "F", "H", "H", "H", "C", "C", "O", "C", "O", "O", "F", "H", "H", "H"], "coordinates": [[4.519, 1.816, 4.187], [5.430, 2.439, 3.166], [5.413, 3.599, 2.876], [6.294, 1.553, 2.611], [6.633, 1.779, 1.235], [5.614, 1.128, 0.296], [4.588, 2.113, -0.301], [3.278, 2.222, 0.510], [2.006, 2.328, -0.355], [0.952, 1.243, -0.030], [0.189, 0.815, -1.258], [-1.054, 1.351, -1.596], [-1.682, 2.377, -0.685], [-2.222, 3.683, -1.307], [-3.710, 3.941, -1.044], [-3.951, 4.553, 0.317], [-3.145, 3.986, 1.256], [-3.667, 5.885, 0.297], [-5.400, 4.406, 0.821], [-5.732, 3.102, 0.880], [-6.246, 5.023, -0.020], [-5.539, 4.933, 2.040], [-1.669, 0.874, -2.776], [-3.274, 1.508, -3.228], [-1.042, -0.054, -3.603], [-2.031, -0.470, -5.194], [-2.047, -2.105, -5.163], [-0.618, -0.042, -6.630], [0.190, -0.559, -3.240], [0.908, -1.746, -4.440], [2.477, -0.963, -4.937], [1.393, -3.208, -3.454], [0.782, -0.154, -2.077], [2.069, -0.775, -1.613], [1.852, -1.879, -0.527], [0.394, -2.062, -0.119], [0.223, -3.452, 1.028], [-1.556, -3.595, 1.002], [-2.485, -2.239, 1.037], [-2.107, -4.854, 0.946], [-1.249, -6.000, 0.582], [-0.606, -6.695, 1.780], [-1.599, -7.034, 2.724], [-2.196, -5.841, 3.196], [-3.000, -5.208, 2.073], [3.520, 2.225, 4.049], [4.496, 0.733, 4.080], [4.878, 2.045, 5.190], [7.621, 1.343, 1.098], [6.709, 2.851, 1.051], [5.108, 0.351, 0.876], [6.168, 0.652, -0.515], [5.066, 3.093, -0.362], [4.364, 1.782, -1.319], [3.343, 3.106, 1.147], [3.208, 1.355, 1.175], [1.556, 3.318, -0.264], [2.290, 2.241, -1.409], [1.466, 0.388, 0.408], [0.289, 1.601, 0.753], [-0.950, 2.667, 0.061], [-2.479, 1.872, -0.126], [-1.667, 4.529, -0.899], [-2.054, 3.689, -2.380], [-4.138, 4.604, -1.797], [-4.269, 3.007, -1.114], [-4.012, 0.399, -3.089], [-2.169, -2.443, -4.266], [2.343, -0.527, -5.926], [2.871, -0.205, -4.261], [3.221, -1.760, -5.016], [0.640, -3.394, -2.687], [2.383, -3.145, -3.010], [1.373, -4.049, -4.147], [2.696, 0.005, -1.181], [2.641, -1.187, -2.434], [2.424, -1.609, 0.365], [2.249, -2.835, -0.859], [0.000, -1.184, 0.387], [-0.263, -2.262, -0.967], [-0.495, -5.692, -0.139], [-1.905, -6.724, 0.089], [-0.129, -7.621, 1.462], [0.143, -6.033, 2.235], [-2.850, -6.068, 4.037], [-1.424, -5.132, 3.523], [-3.733, -5.933, 1.710], [-3.544, -4.331, 2.417], [-2.914, 7.432, -4.758], [-3.617, 6.114, -4.505], [-2.524, 5.222, -4.332], [-1.462, 5.947, -3.874], [-0.484, 5.466, -3.407], [-1.697, 7.263, -4.019], [-4.362, 5.706, -5.553], [-2.684, 7.550, -5.817], [-3.458, 8.299, -4.396], [-4.237, 6.098, -3.606], [-1.530, -5.151, 7.952], [-0.047, -4.968, 8.210], [0.464, -4.800, 6.897], [-0.525, -4.291, 6.121], [-0.367, -3.824, 5.042], [-1.716, -4.392, 6.750], [0.519, -6.055, 8.775], [-1.759, -6.200, 7.760], [-2.167, -4.770, 8.744], [0.207, -4.089, 8.803]]}

{"formula": "C3H5ClSi", "method": "ωB97M-V/def2-TZVPD", "homo_lumo_gap_ev": 8.267, "de_lowest_kcal_mol": 72.3, "total_charge": 0, "e_tot_ha": -866.84398, "homo_ev": -8.4, "elements": ["C", "C", "C", "Si", "Cl", "H", "H", "H", "H", "H"], "coordinates": [[-0.166, -2.545, 0.545], [0.126, -1.639, -0.194], [-0.123, 1.620, 0.748], [0.449, -0.136, -1.196], [-1.306, 2.800, 0.300], [-0.415, -3.357, 1.165], [0.846, 2.090, 0.900], [-0.430, 1.032, 1.602], [-0.716, 0.205, -2.008], [1.736, -0.071, -1.863]]}

{"formula": "C9H15N2P", "method": "ωB97M-V/def2-TZVPD", "homo_lumo_gap_ev": [6.379, 6.302], "de_lowest_kcal_mol": 86.8, "total_charge": 0, "e_tot_ha": -802.56869, "homo_ev": [-6.2, -6.2], "elements": ["C", "C", "C", "C", "C", "C", "C", "C", "C", "N", "N", "P", "H", "H", "H", "H", "H", "H", "H", "H", "H", "H", "H", "H", "H", "H", "H"], "coordinates": [[1.516, 0.916, -2.992], [0.543, 1.868, -2.898], [0.741, -0.802, -1.420], [-0.955, 2.383, -0.989], [1.771, -0.264, 0.707], [1.650, -2.710, 0.016], [-0.394, -1.626, 0.739], [-3.071, 2.352, 1.009], [0.890, -1.392, -0.051], [1.388, -0.113, -2.142], [-0.331, 1.971, -1.958], [-2.713, 1.560, -0.664], [2.151, 0.907, -3.829], [0.514, 2.718, -3.561], [1.766, -0.816, 1.665], [2.733, -0.128, 0.243], [1.339, 0.760, 0.773], [1.525, -3.185, 1.045], [1.385, -3.485, -0.751], [2.725, -2.529, -0.313], [-0.870, -2.475, 0.209], [-0.023, -1.864, 1.776], [-1.242, -0.852, 0.813], [-4.026, 1.946, 1.410], [-3.458, 3.294, 0.632], [-2.265, 2.418, 1.703], [-3.425, 2.689, -1.367]]}

{"formula": "C21H27BrN3OPS", "method": "ωB97M-V/def2-TZVPD", "homo_lumo_gap_ev": 4.471, "total_charge": 2, "e_tot_ha": -4368.90255, "homo_ev": -12.1, "elements": ["C", "O", "C", "Br", "C", "N", "C", "C", "C", "C", "C", "C", "P", "S", "H", "H", "H", "H", "H", "H", "H", "H", "H", "H", "H", "H", "H", "C", "N", "C", "C", "C", "C", "C", "C", "C", "C", "N", "C", "C", "C", "H", "H", "H", "H", "H", "H", "H", "H", "H", "H", "H", "H", "H", "H"], "coordinates": [[-0.844, -4.326, 2.937], [-0.137, -3.126, 2.609], [-0.656, -1.924, 3.075], [-1.257, -1.991, 4.915], [-1.721, -1.379, 2.080], [-2.888, -0.741, 2.660], [-3.976, -1.628, 3.024], [-4.393, -2.683, 2.217], [-5.449, -3.496, 2.620], [-6.092, -3.257, 3.819], [-5.692, -2.189, 4.614], [-4.633, -1.380, 4.216], [0.849, -0.863, 3.148], [0.608, 1.011, 3.641], [-0.501, -5.079, 2.232], [-1.922, -4.191, 2.826], [-0.600, -4.642, 3.951], [-1.947, -2.223, 1.421], [-1.222, -0.624, 1.462], [-3.249, -0.084, 1.979], [-3.902, -2.884, 1.270], [-5.772, -4.318, 1.992], [-6.905, -3.896, 4.140], [-6.188, -1.984, 5.554], [-4.307, -0.551, 4.831], [1.425, -1.084, 1.886], [1.628, -1.577, 4.059], [5.174, 0.219, -6.678], [4.361, 0.773, -5.566], [4.992, 1.286, -4.496], [4.284, 1.832, -3.452], [2.891, 1.861, -3.508], [2.262, 1.313, -4.621], [3.022, 0.774, -5.635], [2.098, 2.475, -2.410], [1.203, 3.507, -2.679], [0.470, 4.055, -1.649], [0.610, 3.603, -0.394], [1.472, 2.615, -0.109], [2.231, 2.031, -1.097], [-0.196, 4.168, 0.719], [5.820, -0.562, -6.286], [5.766, 1.021, -7.110], [4.508, -0.195, -7.427], [6.073, 1.250, -4.508], [4.825, 2.246, -2.613], [1.184, 1.291, -4.708], [2.579, 0.336, -6.518], [1.076, 3.902, -3.677], [-0.233, 4.859, -1.804], [1.514, 2.320, 0.932], [2.909, 1.232, -0.832], [0.479, 4.539, 1.485], [-0.824, 3.380, 1.129], [-0.807, 4.978, 0.334]]}

{"formula": "C7H16N3O", "method": "ωB97M-V/def2-TZVPD", "smiles": "[H]/N=N/[C@@H]([NH2+]C)[C@H]1OCC[C@@H]1C", "homo_lumo_gap_ev": 9.721, "de_lowest_kcal_mol": 29.5, "total_charge": 1, "e_tot_ha": -515.52446, "homo_ev": -13.4, "elements": ["H", "N", "N", "C", "N", "C", "C", "O", "C", "C", "C", "C", "H", "H", "H", "H", "H", "H", "H", "H", "H", "H", "H", "H", "H", "H", "H"], "coordinates": [[-2.733, -0.171, -2.000], [-1.762, -0.431, -1.789], [-1.078, 0.595, -1.590], [0.273, 0.378, -1.238], [0.913, 1.714, -1.208], [2.171, 1.827, -1.962], [0.409, -0.244, 0.373], [0.363, 0.856, 1.216], [-0.862, 0.815, 1.960], [-1.185, -0.670, 2.088], [-0.662, -1.253, 0.763], [-0.123, -2.671, 0.886], [0.803, -0.333, -1.873], [0.207, 2.365, -1.583], [1.029, 1.938, -0.194], [2.532, 2.856, -1.947], [2.928, 1.178, -1.525], [2.004, 1.531, -2.999], [1.420, -0.659, 0.382], [-1.642, 1.350, 1.406], [-0.678, 1.314, 2.910], [-0.632, -1.105, 2.921], [-2.245, -0.848, 2.238], [-1.463, -1.250, 0.008], [0.679, -2.719, 1.619], [0.254, -3.026, -0.069], [-0.920, -3.336, 1.206]]}

{"formula": "C46H45IrN2O4S", "method": "ωB97M-V/def2-TZVPD", "spin_multiplicity": 2, "homo_lumo_gap_ev": [7.386, 5.818], "de_lowest_kcal_mol": 0.0, "total_charge": 1, "e_tot_ha": -2692.65778, "homo_ev": [-10.8, -10.8], "elements": ["Ir", "O", "C", "C", "O", "O", "C", "C", "C", "C", "C", "C", "C", "C", "C", "C", "C", "C", "H", "H", "H", "H", "H", "H", "H", "H", "H", "H", "H", "N", "C", "S", "C", "C", "C", "N", "C", "C", "H", "H", "H", "H", "H", "H", "C", "C", "C", "C", "C", "C", "C", "C", "C", "C", "C", "C", "O", "H", "H", "H", "H", "H", "H", "H", "H", "H", "H", "H", "H", "H", "H", "H", "H", "H", "C", "C", "C", "C", "C", "C", "C", "C", "C", "C", "C", "C", "C", "C", "H", "H", "H", "H", "H", "H", "H", "H", "H", "H", "H"], "coordinates": [[-0.355, -0.525, -0.548], [-0.549, -0.305, 1.651], [0.732, -0.413, 2.386], [1.863, -0.646, 1.361], [3.012, -0.598, 1.734], [1.518, -0.991, 0.146], [0.687, -1.614, 3.318], [1.754, -1.796, 4.197], [1.775, -2.886, 5.049], [0.731, -3.803, 5.043], [-0.335, -3.618, 4.179], [-0.356, -2.527, 3.319], [0.850, 0.877, 3.195], [1.903, 1.774, 3.074], [1.903, 2.950, 3.815], [0.863, 3.236, 4.683], [-0.181, 2.330, 4.827], [-0.183, 1.156, 4.094], [-0.856, 0.593, 1.831], [2.573, -1.089, 4.202], [2.609, -3.018, 5.726], [0.747, -4.651, 5.715], [-1.162, -4.317, 4.176], [-1.208, -2.375, 2.675], [2.739, 1.534, 2.435], [2.733, 3.639, 3.718], [0.874, 4.149, 5.264], [-0.984, 2.533, 5.524], [-0.981, 0.435, 4.238], [-1.202, -7.504, -0.372], [-2.116, -6.569, -0.069], [-3.650, -6.928, 0.382], [-1.643, -5.150, -0.208], [-2.347, -4.124, 0.414], [-1.916, -2.827, 0.283], [-0.831, -2.491, -0.441], [-0.157, -3.466, -1.056], [-0.530, -4.794, -0.957], [-1.466, -8.470, -0.259], [-0.221, -7.297, -0.443], [-3.229, -4.353, 0.995], [-2.432, -2.009, 0.767], [0.703, -3.171, -1.634], [0.056, -5.509, -1.517], [3.465, 1.907, -0.743], [2.281, 1.744, -1.706], [2.767, 1.586, -3.145], [1.357, 2.912, -1.542], [1.659, 4.153, -2.051], [0.863, 5.259, -1.772], [-0.289, 5.145, -0.982], [-0.687, 3.939, -0.472], [-2.023, 3.851, 0.238], [-3.966, 2.019, -0.232], [-1.960, 3.318, 1.665], [0.143, 2.769, -0.751], [-0.273, 1.653, -0.312], [4.095, 1.018, -0.763], [3.118, 2.052, 0.279], [4.066, 2.776, -1.021], [1.715, 0.874, -1.375], [3.441, 2.398, -3.427], [1.936, 1.572, -3.852], [3.316, 0.653, -3.252], [2.550, 4.280, -2.652], [1.136, 6.227, -2.172], [-0.892, 6.026, -0.801], [-2.305, 4.900, 0.356], [-4.156, -0.039, 0.102], [-4.765, 1.919, -0.973], [-4.476, 2.250, 0.705], [-1.540, 2.324, 1.725], [-2.954, 3.302, 2.113], [-1.337, 3.971, 2.278], [-3.171, 3.252, -0.675], [-3.320, 0.646, -0.070], [-2.491, 0.076, -1.204], [-2.029, 0.736, -2.347], [-2.287, 2.107, -2.782], [-2.742, 3.161, -2.104], [-1.084, 0.050, -3.194], [-0.117, -0.655, -2.547], [0.988, -1.301, -3.293], [2.151, -1.727, -2.648], [3.192, -2.313, -3.356], [3.099, -2.483, -4.727], [1.951, -2.060, -5.388], [0.914, -1.480, -4.682], [-3.927, 4.041, -0.668], [-2.740, 0.618, 0.851], [-2.694, -0.970, -1.423], [-1.996, 2.285, -3.812], [-2.794, 4.089, -2.666], [-1.094, 0.266, -4.256], [2.274, -1.555, -1.587], [4.084, -2.621, -2.826], [3.911, -2.938, -5.280], [1.864, -2.184, -6.460], [0.035, -1.173, -5.231]]}